Entry 1:
{
  "formula": "C52H143N13O13",
  "method": "wB97M-V/def2-TZVPD",
  "e_lumo_ev": 0.42,
  "homo_lumo_gap_ha": 0.3153,
  "de_lowest_kj_mol": 397.7,
  "total_energy_ha": -3756.58872,
  "symbols": ["C", "C", "C", "O", "C", "N", "H", "H", "H", "H", "H", "H", "H", "H", "H", "H", "H", "C", "C", "C", "O", "C", "N", "H", "H", "H", "H", "H", "H", "H", "H", "H", "H", "H", "C", "C", "C", "O", "C", "N", "H", "H", "H", "H", "H", "H", "H", "H", "H", "H", "H", "C", "C", "C", "O", "C", "N", "H", "H", "H", "H", "H", "H", "H", "H", "H", "H", "H", "C", "C", "C", "O", "C", "N", "H", "H", "H", "H", "H", "H", "H", "H", "H", "H", "H", "C", "C", "C", "O", "C", "N", "H", "H", "H", "H", "H", "H", "H", "H", "H", "H", "H", "C", "C", "C", "O", "C", "N", "H", "H", "H", "H", "H", "H", "H", "H", "H", "H", "H", "C", "C", "C", "O", "C", "N", "H", "H", "H", "H", "H", "H", "H", "H", "H", "H", "H", "C", "C", "C", "O", "C", "N", "H", "H", "H", "H", "H", "H", "H", "H", "H", "H", "H", "C", "C", "C", "O", "C", "N", "H", "H", "H", "H", "H", "H", "H", "H", "H", "H", "H", "C", "C", "C", "O", "C", "N", "H", "H", "H", "H", "H", "H", "H", "H", "H", "H", "H", "C", "C", "C", "O", "C", "N", "H", "H", "H", "H", "H", "H", "H", "H", "H", "H", "H", "C", "C", "C", "O", "C", "N", "H", "H", "H", "H", "H", "H", "H", "H", "H", "H", "H"],
  "xyz": [[1.093, 0.519, -0.899], [-0.267, -0.107, -0.669], [-0.817, 0.328, 0.717], [-0.061, -0.227, 1.762], [-0.383, -1.546, 2.111], [-1.136, 0.406, -1.777], [1.455, 0.366, -1.916], [1.731, 0.003, -0.181], [1.089, 1.579, -0.648], [-0.363, -1.193, -0.692], [-1.864, 0.088, 0.903], [-0.825, 1.418, 0.726], [-1.444, -1.728, 2.278], [0.096, -1.806, 3.055], [-0.107, -2.347, 1.426], [-2.056, 0.025, -1.604], [-1.301, 1.402, -1.737], [-6.128, -0.507, -3.661], [-4.632, -0.375, -3.776], [-3.954, -1.456, -2.962], [-3.998, -1.174, -1.604], [-3.579, -2.229, -0.725], [-4.255, -0.339, -5.206], [-6.359, -0.414, -2.600], [-6.465, -1.512, -3.918], [-6.591, 0.302, -4.226], [-4.274, 0.575, -3.378], [-2.935, -1.384, -3.343], [-4.292, -2.457, -3.231], [-2.495, -2.265, -0.829], [-4.114, -3.157, -0.929], [-3.975, -1.935, 0.247], [-4.258, -1.271, -5.596], [-3.271, -0.114, -5.165], [-0.574, 6.564, -0.455], [-0.548, 6.261, -2.019], [0.330, 7.311, -2.838], [0.388, 7.042, -4.226], [-0.821, 7.288, -4.947], [-0.035, 4.920, -2.270], [-1.414, 6.083, 0.044], [-0.626, 7.606, -0.138], [0.368, 6.242, -0.012], [-1.600, 6.294, -2.304], [1.330, 7.172, -2.426], [0.011, 8.338, -2.663], [-0.593, 7.185, -6.008], [-1.194, 8.299, -4.782], [-1.520, 6.533, -4.585], [0.884, 4.890, -1.852], [0.080, 4.903, -3.274], [-6.081, -0.648, 3.846], [-7.407, -1.386, 3.709], [-7.795, -1.755, 2.210], [-8.272, -0.602, 1.419], [-8.349, -0.894, 0.047], [-7.383, -2.527, 4.602], [-5.200, -1.265, 3.673], [-5.946, -0.292, 4.868], [-5.890, 0.230, 3.229], [-8.299, -0.847, 4.026], [-8.529, -2.545, 2.052], [-6.864, -2.111, 1.769], [-9.114, -1.659, -0.086], [-7.391, -1.181, -0.387], [-8.676, 0.068, -0.347], [-8.246, -3.040, 4.492], [-7.374, -2.174, 5.548], [1.720, -1.391, 6.893], [0.479, -0.858, 7.537], [-0.790, -1.677, 7.254], [-1.307, -1.125, 6.082], [-2.440, -1.808, 5.466], [0.786, -0.865, 8.978], [1.729, -1.294, 5.807], [1.748, -2.429, 7.224], [2.601, -0.861, 7.255], [0.428, 0.197, 7.266], [-1.443, -1.490, 8.106], [-0.591, -2.734, 7.078], [-2.267, -2.882, 5.405], [-2.738, -1.388, 4.505], [-3.359, -1.713, 6.043], [1.031, -1.762, 9.373], [1.596, -0.295, 9.178], [8.401, -4.392, 3.119], [7.022, -5.108, 2.920], [5.813, -4.099, 2.896], [5.556, -3.480, 4.129], [4.301, -2.675, 4.015], [7.187, -5.835, 1.670], [9.267, -5.037, 3.269], [8.396, -3.670, 3.936], [8.642, -3.767, 2.259], [6.865, -5.810, 3.740], [5.035, -4.827, 2.664], [5.954, -3.432, 2.045], [4.394, -1.979, 3.181], [4.221, -2.094, 4.934], [3.390, -3.262, 3.899], [8.003, -6.427, 1.615], [7.394, -5.179, 0.930], [3.161, 4.588, -4.423], [4.104, 3.941, -3.415], [3.379, 3.499, -2.157], [2.712, 4.560, -1.432], [3.565, 5.493, -0.721], [4.788, 2.840, -4.098], [2.509, 3.891, -4.950], [3.767, 5.003, -5.228], [2.529, 5.340, -3.951], [4.852, 4.679, -3.122], [4.099, 2.993, -1.514], [2.648, 2.699, -2.276], [4.183, 6.195, -1.280], [4.306, 5.083, -0.035], [3.015, 6.162, -0.058], [5.334, 2.329, -3.419], [4.093, 2.171, -4.400], [6.826, 1.789, -0.292], [6.849, 0.672, -1.300], [5.485, 0.070, -1.447], [5.554, -1.149, -2.224], [4.256, -1.763, -2.316], [7.286, 1.208, -2.562], [6.477, 1.393, 0.662], [6.102, 2.567, -0.534], [7.800, 2.275, -0.239], [7.467, -0.132, -0.900], [4.749, 0.774, -1.837], [5.251, -0.088, -0.394], [3.508, -1.085, -2.726], [4.006, -2.074, -1.301], [4.217, -2.639, -2.963], [7.336, 0.351, -3.094], [8.264, 1.445, -2.475], [2.781, 2.224, 2.443], [2.073, 2.330, 3.791], [0.589, 2.725, 3.508], [-0.112, 2.893, 4.758], [-1.561, 3.026, 4.542], [2.248, 1.067, 4.438], [3.855, 2.066, 2.542], [2.695, 3.203, 1.971], [2.424, 1.451, 1.763], [2.479, 3.111, 4.434], [0.043, 1.893, 3.064], [0.530, 3.615, 2.881], [-2.049, 3.143, 5.509], [-2.002, 2.217, 3.959], [-1.855, 3.922, 3.996], [1.660, 1.109, 5.258], [1.853, 0.298, 3.916], [-0.148, 2.032, -4.850], [-0.294, 0.683, -5.567], [1.078, -0.059, -5.933], [1.719, 0.709, -6.978], [3.176, 0.566, -7.142], [-1.167, -0.159, -4.751], [0.403, 1.998, -3.910], [-1.070, 2.587, -4.677], [0.536, 2.538, -5.531], [-0.808, 0.824, -6.518], [0.966, -1.088, -6.274], [1.699, -0.086, -5.038], [3.722, 0.820, -6.233], [3.614, 1.149, -7.953], [3.349, -0.495, -7.325], [-0.887, -1.128, -4.804], [-1.049, -0.021, -3.757], [-3.458, 3.585, -2.827], [-3.205, 3.590, -1.315], [-4.129, 2.598, -0.566], [-5.493, 2.953, -0.644], [-6.409, 2.093, 0.030], [-1.816, 3.220, -1.127], [-4.462, 3.857, -3.152], [-3.232, 2.657, -3.352], [-2.743, 4.336, -3.163], [-3.378, 4.618, -0.997], [-3.839, 2.642, 0.483], [-3.954, 1.577, -0.903], [-6.285, 1.987, 1.108], [-6.356, 1.107, -0.431], [-7.433, 2.448, -0.084], [-1.463, 3.704, -0.314], [-1.199, 3.679, -1.782], [-2.171, -5.405, 0.627], [-2.208, -5.147, 2.135], [-0.779, -5.080, 2.764], [-1.036, -5.109, 4.178], [0.197, -4.987, 4.901], [-2.896, -3.957, 2.560], [-1.790, -4.538, 0.088], [-3.179, -5.450, 0.216], [-1.677, -6.320, 0.300], [-2.719, -6.006, 2.569], [-0.155, -4.242, 2.455], [-0.179, -5.943, 2.476], [0.889, -5.822, 4.793], [0.027, -4.794, 5.960], [0.798, -4.122, 4.618], [-3.893, -4.119, 2.572], [-2.704, -3.808, 3.541], [-1.638, -4.202, -3.313], [-0.375, -3.249, -3.327], [0.836, -3.700, -2.500], [0.516, -3.924, -1.114], [1.625, -4.057, -0.293], [0.042, -2.931, -4.657], [-2.102, -4.141, -2.329], [-1.404, -5.256, -3.462], [-2.410, -3.845, -3.995], [-0.808, -2.309, -2.986], [1.592, -2.917, -2.555], [1.373, -4.575, -2.868], [2.302, -4.763, -0.776], [1.277, -4.392, 0.684], [2.105, -3.108, -0.056], [-0.469, -3.648, -5.152], [0.960, -3.352, -4.671]],
  "mulliken_charge": [-1.786, 2.463, -1.341, 0.203, 0.089, 1.326, 0.101, 0.326, 0.245, -1.012, 0.517, -0.238, 0.431, 0.243, -0.581, -0.865, -0.667, -1.408, 1.658, 0.061, -0.109, -0.175, -0.813, 0.075, 0.353, 0.416, -1.088, -0.374, 0.736, -0.517, 0.620, 0.107, 0.300, 0.246, -1.291, 0.397, -0.788, -0.291, -0.561, 0.574, 0.254, 0.448, 0.104, 0.331, 0.047, 0.601, 0.244, 0.286, 0.149, -0.356, 0.054, -1.138, 0.578, -0.516, -0.336, -0.428, -0.714, 0.132, 0.414, 0.208, 0.249, 0.380, 0.081, 0.413, 0.010, 0.231, 0.263, 0.254, -1.206, 0.918, -0.556, -0.095, -0.601, -0.834, -0.229, 0.451, 0.478, 0.144, 0.278, 0.119, 0.260, -0.016, 0.461, 0.255, 0.260, -1.359, 0.299, -0.416, -0.407, -0.415, -0.753, 0.371, 0.347, 0.324, 0.302, 0.285, 0.157, 0.277, 0.209, 0.229, 0.283, 0.260, -0.923, 0.590, 0.638, -0.226, -1.276, -0.611, -0.041, 0.369, 0.140, 0.403, -0.502, -0.404, 0.434, 0.344, 0.340, 0.125, 0.096, -1.475, 0.247, 0.057, -0.575, -0.298, -0.621, 0.425, 0.143, 0.415, 0.438, -0.126, 0.261, -0.039, 0.277, 0.366, 0.250, 0.263, -1.313, 0.193, 0.235, -0.415, -0.728, -0.571, 0.543, 0.333, -0.081, 0.545, -0.409, 0.462, 0.317, 0.209, 0.331, 0.134, 0.201, -1.180, 0.250, -0.124, -0.414, -0.589, 0.358, -0.048, 0.245, 0.632, 0.253, 0.546, -0.199, 0.111, 0.244, 0.370, 0.389, -0.356, -0.612, 0.442, 0.020, -0.486, -0.521, 0.161, 0.535, -0.188, -0.224, 0.334, 0.578, -0.331, 0.288, 0.033, 0.377, 0.221, -0.353, -1.419, 0.567, -0.281, -0.427, -0.740, -0.261, -0.044, 0.463, 0.528, 0.271, -0.386, 0.699, 0.405, 0.307, 0.110, 0.269, -0.027, -1.625, 3.015, -1.823, 0.062, -0.652, -0.396, 0.093, 0.459, 0.594, -2.173, 0.405, 0.762, 0.508, -0.187, 0.180, 0.229, 0.358]
}



Entry 2:
{
  "formula": "C52H33F5I4N6STl",
  "method": "wB97M-V/def2-TZVPD",
  "charge": 1,
  "e_lumo_ev": -4.03,
  "homo_lumo_gap_ha": 0.2046,
  "de_lowest_kj_mol": 208.0,
  "total_energy_ha": -4590.33517,
  "symbols": ["Tl", "I", "C", "C", "C", "C", "C", "C", "C", "C", "C", "C", "C", "C", "C", "C", "C", "C", "I", "C", "C", "C", "N", "C", "C", "C", "C", "C", "C", "I", "C", "C", "C", "C", "C", "C", "N", "C", "C", "C", "C", "C", "N", "C", "C", "C", "C", "I", "C", "C", "C", "C", "N", "H", "H", "H", "H", "H", "H", "H", "H", "H", "H", "H", "H", "H", "H", "H", "H", "H", "H", "H", "H", "H", "H", "H", "H", "F", "C", "C", "F", "C", "F", "C", "S", "C", "F", "C", "F", "N", "C", "C", "N", "H", "H", "H", "H", "H", "H", "H", "H", "H"],
  "xyz": [[0.609, 0.601, -0.078], [2.173, -4.132, 8.013], [2.187, -2.737, 6.445], [3.265, -2.716, 5.569], [3.194, -1.931, 4.416], [2.001, -1.286, 4.033], [0.938, -1.399, 4.861], [0.968, -2.130, 6.041], [1.935, -0.755, 2.689], [2.223, 0.607, 2.507], [2.934, 1.455, 3.485], [3.227, 2.585, 2.842], [2.605, 2.562, 1.529], [2.292, 3.668, 0.603], [2.818, 4.973, 1.036], [3.782, 5.703, 0.267], [4.319, 6.900, 0.654], [3.793, 7.502, 1.809], [4.576, 9.404, 2.276], [2.813, 6.931, 2.613], [2.382, 5.629, 2.193], [1.678, 3.470, -0.544], [1.148, 2.366, -1.212], [0.527, 2.742, -2.356], [-0.132, 1.912, -3.283], [-1.060, 2.381, -4.327], [-0.859, 2.168, -5.734], [-1.777, 2.690, -6.642], [-2.904, 3.289, -6.194], [-4.306, 3.875, -7.598], [-3.088, 3.507, -4.852], [-2.132, 3.174, -3.897], [-0.117, 0.508, -3.211], [-0.857, -0.488, -4.080], [-0.664, -1.744, -3.648], [0.071, -1.630, -2.428], [0.394, -0.241, -2.245], [0.462, -2.713, -1.647], [0.973, -2.622, -0.320], [1.183, -3.671, 0.595], [1.530, -3.082, 1.821], [1.661, -1.708, 1.623], [1.224, -1.429, 0.320], [0.230, -4.132, -2.141], [-1.071, -4.777, -2.135], [-1.151, -6.033, -2.675], [0.005, -6.683, -3.132], [-0.367, -8.709, -3.633], [1.222, -6.070, -3.133], [1.314, -4.833, -2.557], [0.706, 4.155, -2.540], [1.370, 4.571, -1.460], [2.022, 1.390, 1.359], [4.248, -3.180, 5.909], [4.036, -1.830, 3.763], [0.027, -0.920, 4.591], [0.063, -2.233, 6.570], [3.304, 1.102, 4.432], [3.877, 3.343, 3.180], [4.301, 5.281, -0.587], [5.017, 7.474, 0.109], [2.514, 7.354, 3.546], [1.638, 5.137, 2.852], [-0.012, 1.647, -6.096], [-1.543, 2.408, -7.630], [-3.956, 4.107, -4.597], [-2.222, 3.404, -2.812], [-1.389, -0.186, -4.961], [-0.912, -2.600, -4.206], [1.036, -4.772, 0.476], [1.756, -3.545, 2.785], [-1.975, -4.323, -1.797], [-2.129, -6.583, -2.644], [2.118, -6.568, -3.466], [2.203, -4.209, -2.553], [0.400, 4.646, -3.392], [1.661, 5.639, -1.355], [-5.787, 1.801, -2.571], [-4.812, 1.438, -1.689], [-4.418, 0.153, -1.523], [-4.978, -0.910, -2.192], [-3.461, -0.161, -0.542], [-2.881, -1.394, -0.572], [-2.835, 0.795, 0.223], [-1.488, 0.350, 1.305], [-3.235, 2.119, -0.011], [-2.810, 3.120, 0.724], [-4.230, 2.425, -0.901], [-4.702, 3.618, -1.060], [-1.384, -2.463, 2.612], [-1.822, -3.751, 1.927], [-3.231, -4.131, 2.429], [-3.128, -4.301, 3.910], [-0.402, -2.538, 2.374], [-1.672, -2.593, 3.639], [-1.698, -1.492, 2.204], [-1.127, -4.547, 2.253], [-1.795, -3.692, 0.805], [-3.441, -5.074, 1.960], [-3.961, -3.356, 2.136], [-3.871, -3.780, 4.417], [-3.163, -5.292, 4.131]],
  "mulliken_charge": [2.055, 0.105, -0.194, -0.583, -0.128, -1.782, 0.215, -0.875, 0.941, 0.514, -1.291, -1.296, 0.914, 0.994, -0.206, -0.241, -1.015, 0.113, 0.087, -0.978, 0.092, 0.195, -0.497, 0.575, 1.142, -0.104, -0.580, -0.606, -0.190, 0.118, -0.564, -0.570, 0.710, -1.316, -1.333, -0.233, -0.656, 1.299, 0.237, -0.763, -1.042, 0.463, -0.533, -0.470, -0.292, -0.708, -0.026, 0.083, -0.720, 0.151, -1.764, -0.940, -0.354, 0.346, 0.528, 0.837, 0.461, 0.544, 0.717, 0.404, 0.451, 0.428, 0.418, 0.593, 0.418, 0.443, 0.537, 0.575, 0.704, 0.576, 0.423, 0.604, 0.322, 0.443, 0.503, 0.796, 0.430, -0.361, 0.897, -0.497, -0.352, 0.395, 0.005, 0.123, -0.313, 0.351, -0.413, 0.276, -0.366, 0.626, 0.083, -0.839, -0.506, -0.659, 0.502, -0.132, 0.367, -0.078, 0.461, 0.336, 0.218, 0.225]
}